--- a ---
Molecular formula: C3H2Cl3NO
Method: DFT, ωB97M-V/def2-TZVPD

Each line ends with the natural charge from an NBO analysis.
CARTESIAN COORDINATES (ANGSTROEM)
Cl: 0.2449 0.8319 3.4454  0.03
C: 0.5479 0.3059 1.8035  -0.29
Cl: 2.2396 0.6029 1.4912  0.07
Cl: 0.1351 -1.3922 1.4163  -0.02
H: -0.2453 0.7130 1.2219  0.22
N: 1.2119 -0.1585 -1.0538  -0.24
C: 0.1910 -0.1656 -1.5789  0.15
C: -1.1338 -0.1560 -2.1213  0.34
O: -1.3752 0.3310 -3.1568  -0.42
H: -1.8161 -0.9125 -1.4675  0.15

multiplicity: 1
frontier orbital gap: 10.0 eV
HOMO: -10.947 eV
SMILES: ClC(Cl)Cl.N#CC=O

***

--- b ---
Molecular formula: C3H2Cl3NO
Method: DFT, ωB97M-V/def2-TZVPD

Each line ends with the natural charge from an NBO analysis.
CARTESIAN COORDINATES (ANGSTROEM)
N: 2.3998 -1.5369 0.3727  -0.28
C: 1.6082 -0.7925 0.0740  0.23
C: 0.3626 0.2281 -0.2682  0.26
O: 0.0788 0.4091 -1.5831  -0.68
Cl: 0.9501 1.8595 0.4844  -0.06
C: -0.8659 -0.2746 0.5649  -0.25
Cl: -2.2715 0.8489 0.2547  -0.04
Cl: -1.2147 -1.9565 0.2030  0.05
H: -0.2245 1.3430 -1.7081  0.52
H: -0.8228 -0.1281 1.6057  0.24

multiplicity: 1
frontier orbital gap: 11.7 eV
HOMO: -11.578 eV
SMILES: N#C[C@](O)(Cl)C(Cl)Cl

***

Most stable structure, least stable structure: b, a.

***

--- a ---
Molecular formula: C9H14O
Method: DFT, ωB97M-V/def2-TZVPD

Each line ends with the natural charge from an NBO analysis.
CARTESIAN COORDINATES (ANGSTROEM)
C: -2.4397 0.0939 -0.8801  -0.60
C: -1.3182 -0.6973 -1.0904  -0.16
C: -0.3039 -0.2068 -1.8316  -0.15
C: 0.8127 -0.9714 -1.9843  -0.28
C: 0.8790 -2.2817 -1.4561  0.33
O: 1.7442 -3.1227 -1.9759  -0.69
C: -0.0614 -2.8407 -0.5188  -0.26
C: -1.1659 -1.9134 -0.5223  -0.14
H: -2.2297 1.0039 -0.3112  0.22
H: -3.2924 -0.4516 -0.5962  0.22
H: -3.0755 0.5435 -1.8450  0.20
H: -0.0137 0.8150 -2.1458  0.22
H: 1.6655 -0.6762 -2.5276  0.22
H: 2.2348 -3.7328 -1.3968  0.49
H: -0.0012 -3.6657 -0.0627  0.19
H: -2.0765 -2.2481 0.0458  0.19
C: 1.2700 2.3038 3.1050  -0.58
C: 0.9724 2.9094 1.6368  -0.58
H: 0.7367 1.2981 3.3044  0.19
H: 2.2035 2.0664 3.2801  0.19
H: 0.8296 2.9954 3.7796  0.20
H: 1.3288 2.0582 0.8857  0.20
H: 1.4518 3.7473 1.5347  0.19
H: -0.1508 2.9734 1.5729  0.20

multiplicity: 1
frontier orbital gap: 8.9 eV
HOMO: -8.166 eV
SMILES: Cc1ccc(O)cc1.CC

***

--- b ---
Molecular formula: C9H14O
Method: DFT, ωB97M-V/def2-TZVPD

Each line ends with the natural charge from an NBO analysis.
CARTESIAN COORDINATES (ANGSTROEM)
C: 3.6732 0.4946 0.3712  -0.62
C: 2.2556 -0.0188 0.3708  -0.05
C: 1.6722 -0.4473 1.5477  -0.17
C: 0.3812 -0.9443 1.5761  -0.29
C: -0.3463 -1.0136 0.4013  0.30
O: -1.6574 -1.4271 0.3801  -0.67
C: 0.2221 -0.6259 -0.7918  -0.27
C: 1.5095 -0.0919 -0.7991  -0.18
H: 4.4368 -0.2783 0.4360  0.22
H: 3.8111 1.1403 1.2227  0.21
H: 3.8145 1.1711 -0.4809  0.21
H: 2.2696 -0.4013 2.4502  0.21
H: -0.0047 -1.2197 2.5500  0.21
H: -1.8263 -1.9401 1.1958  0.48
H: -0.3685 -0.6920 -1.6819  0.22
H: 1.8991 0.3323 -1.7055  0.21
C: -3.3811 1.6485 -1.9325  -0.61
C: -2.8063 1.6150 -0.5184  -0.61
H: -3.3494 2.6250 -2.4143  0.20
H: -2.8023 0.9640 -2.5673  0.20
H: -4.4046 1.2468 -2.0058  0.20
H: -1.7668 1.3035 -0.5646  0.21
H: -3.3954 0.9500 0.1109  0.21
H: -2.8293 2.5552 0.0472  0.20

multiplicity: 1
frontier orbital gap: 9.4 eV
HOMO: -8.505 eV
SMILES: Cc1ccc(O)cc1.CC

***

Most stable structure, least stable structure: b, a.

***

--- a ---
Molecular formula: C9H14O
Method: DFT, ωB97M-V/def2-TZVPD

Each line ends with the natural charge from an NBO analysis.
CARTESIAN COORDINATES (ANGSTROEM)
C: 1.8808 -1.0234 1.2826  -0.63
C: 0.9063 -1.2479 0.2618  -0.08
C: 1.4314 -1.3469 -1.0170  -0.18
C: 0.6201 -1.7982 -2.1182  -0.29
C: -0.7104 -1.7799 -1.8988  0.29
O: -1.5701 -1.8917 -2.8672  -0.66
C: -1.2646 -1.6142 -0.6297  -0.26
C: -0.5285 -1.2965 0.4766  -0.17
H: 2.5055 -1.9536 1.3330  0.22
H: 1.4796 -0.9576 2.3733  0.21
H: 2.4799 -0.1281 1.2248  0.22
H: 2.3522 -0.8334 -1.2721  0.21
H: 1.0210 -1.7968 -3.0936  0.20
H: -1.2058 -2.0495 -3.7345  0.48
H: -2.2972 -1.8057 -0.3920  0.22
H: -0.8928 -1.0783 1.4060  0.21
C: -0.2902 2.5795 0.5427  -0.61
C: -1.3852 3.0579 1.5281  -0.61
H: 0.4981 3.3064 0.4796  0.20
H: 0.1281 1.6358 1.1400  0.20
H: -0.5986 2.2884 -0.5279  0.21
H: -2.3570 2.9704 1.2872  0.21
H: -1.2316 4.1691 1.6976  0.20
H: -0.9711 2.5943 2.5177  0.20

multiplicity: 1
frontier orbital gap: 8.8 eV
HOMO: -7.998 eV
SMILES: Cc1ccc(O)cc1.CC

***

--- b ---
Molecular formula: C9H14O
Method: DFT, ωB97M-V/def2-TZVPD

Each line ends with the natural charge from an NBO analysis.
CARTESIAN COORDINATES (ANGSTROEM)
C: -1.6305 -3.3363 -0.5236  -0.64
C: -0.5262 -2.3831 -0.1815  -0.04
C: -0.1083 -2.2407 1.1239  -0.19
C: 1.0291 -1.4864 1.4657  -0.26
C: 1.8447 -1.0087 0.4541  0.30
O: 2.7729 -0.1034 0.8728  -0.71
C: 1.4980 -1.2042 -0.9030  -0.28
C: 0.3886 -1.9451 -1.1814  -0.19
H: -1.1542 -4.3257 -0.4938  0.23
H: -2.2438 -3.0117 -1.3586  0.22
H: -2.2862 -3.4603 0.3481  0.21
H: -0.6583 -2.5829 1.9932  0.21
H: 1.2495 -1.1906 2.4815  0.22
H: 3.6027 0.0321 0.4191  0.49
H: 2.1092 -0.5764 -1.5428  0.22
H: 0.0232 -2.0853 -2.1931  0.21
C: -0.6515 3.0918 0.0912  -0.62
C: -0.8063 4.5879 -0.2351  -0.62
H: 0.2511 2.8488 0.6528  0.21
H: -1.4524 2.6530 0.6819  0.21
H: -0.5602 2.6572 -0.8967  0.21
H: -0.1417 5.2688 0.2982  0.20
H: -1.8464 4.9229 -0.0962  0.20
H: -0.7031 4.8783 -1.2768  0.20

multiplicity: 1
frontier orbital gap: 9.2 eV
HOMO: -8.360 eV
SMILES: Cc1ccc(O)cc1.CC

***

--- c ---
Molecular formula: C9H14O
Method: DFT, ωB97M-V/def2-TZVPD

Each line ends with the natural charge from an NBO analysis.
CARTESIAN COORDINATES (ANGSTROEM)
C: -0.3348 0.0502 2.3299  -0.62
C: 0.2605 0.6410 1.0226  -0.03
C: 1.6574 0.6074 0.8292  -0.23
C: 2.2615 1.2810 -0.1641  -0.23
C: 1.4007 1.7729 -1.2631  0.29
O: 2.0144 2.4831 -2.2175  -0.68
C: 0.0289 1.7834 -1.0828  -0.31
C: -0.5738 1.2161 0.0711  -0.22
H: -0.4995 0.8464 2.9833  0.21
H: 0.2589 -0.6058 2.8772  0.22
H: -1.3075 -0.4125 2.0686  0.21
H: 2.4146 0.3655 1.5999  0.22
H: 3.4251 1.5449 -0.1331  0.23
H: 1.4876 3.2037 -2.6194  0.49
H: -0.7369 2.1489 -1.8243  0.22
H: -1.7020 1.3973 0.1833  0.23
C: -1.4620 -1.7046 -1.0272  -0.63
C: -0.9732 -2.8887 -0.2104  -0.60
H: -1.0344 -0.7726 -0.5942  0.22
H: -1.2589 -1.6913 -2.0471  0.20
H: -2.5635 -1.6988 -0.8737  0.20
H: -0.4032 -3.4593 -0.8119  0.20
H: -0.5085 -2.5839 0.8018  0.20
H: -1.8516 -3.5241 0.1016  0.19

multiplicity: 1
frontier orbital gap: 9.1 eV
HOMO: -8.236 eV
SMILES: Cc1ccc(O)cc1.CC

***

Most stable structure, least stable structure: b, a.

***

--- a ---
Molecular formula: C29H28CrFN10O7
Method: DFT, ωB97M-V/def2-TZVPD

Each line ends with the Löwdin spin population.
CARTESIAN COORDINATES (ANGSTROEM)
Cr: -0.2027 0.2393 0.0139  2.86
C: 3.0257 -6.4827 0.1090  0.00
O: 1.7624 -7.1037 -0.0638  0.00
C: 0.7546 -6.7096 0.7523  0.00
C: 0.8870 -5.7525 1.7562  0.00
C: -0.2182 -5.3947 2.5169  0.00
C: -1.4546 -5.9898 2.2994  0.00
C: -1.5557 -6.9947 1.3422  0.00
C: -0.4731 -7.3378 0.5583  0.00
N: -2.6386 -5.7491 3.0888  0.00
N: -2.9258 -4.6265 3.5304  0.00
C: -2.2687 -3.4424 3.0602  0.01
C: -1.8281 -2.5566 4.0047  0.00
C: -1.0934 -1.3975 3.6799  0.01
C: -0.8342 -1.0922 2.3673  0.00
O: -0.1437 -0.0490 1.9461  0.02
C: -1.3773 -1.9621 1.3709  0.00
N: -1.1407 -1.5637 0.0817  -0.02
C: -1.6833 -2.2394 -0.9096  0.02
C: -2.5049 -3.3511 -0.6808  0.00
C: -2.7235 -3.7814 0.5984  0.02
C: -2.1221 -3.1049 1.6842  0.00
H: 3.6818 -6.9205 -0.6364  0.00
H: 3.4306 -6.6767 1.1046  0.00
H: 2.9624 -5.4039 -0.0529  0.00
H: 1.8386 -5.2819 1.9569  0.00
H: -0.0991 -4.6626 3.3045  0.00
H: -2.5095 -7.4928 1.2119  0.00
H: -0.5484 -8.1031 -0.2036  0.00
H: -2.0137 -2.8053 5.0436  0.00
H: -0.7355 -0.7348 4.4576  0.00
H: -1.4763 -1.8827 -1.9087  0.00
H: -2.9624 -3.8520 -1.5222  0.00
H: -3.3755 -4.6254 0.7770  0.00
F: -4.5226 2.3074 4.2902  0.00
C: -4.3874 2.8165 3.0636  0.00
C: -3.1892 3.1031 2.5638  0.00
N: -3.0253 3.6593 1.3076  0.00
C: -1.6948 3.7642 0.7458  0.00
C: -1.1256 2.4127 0.3974  0.01
O: 0.1209 2.2832 0.2005  0.00
O: -1.8793 1.4047 0.3219  0.00
C: -4.1055 3.8908 0.4732  0.00
O: -3.9959 4.3380 -0.6467  0.00
N: -5.3288 3.5850 1.0365  0.00
C: -5.6051 3.0466 2.2945  0.00
O: -6.7326 2.8158 2.6555  0.00
H: -2.2881 2.9143 3.1319  0.00
H: -1.0226 4.2620 1.4423  0.00
H: -1.7607 4.3559 -0.1648  0.00
H: -6.1284 3.7584 0.4444  0.00
C: 2.5316 0.5062 1.1376  0.00
N: 1.8894 -0.1874 -0.0422  -0.01
C: 2.5504 0.3539 -1.2818  0.00
N: 3.9863 0.1482 -1.2513  0.00
C: 4.5479 0.8180 -0.0769  0.00
N: 3.9672 0.2982 1.1627  0.00
C: 4.2286 -1.1417 1.2321  0.00
N: 3.6583 -1.8577 0.0828  0.00
C: 2.2243 -1.6358 0.0555  0.00
C: 4.2483 -1.2890 -1.1373  0.00
H: 2.0842 0.1065 2.0421  0.00
H: 2.3024 1.5672 1.0660  0.00
H: 2.3130 1.4139 -1.3535  0.00
H: 2.1329 -0.1617 -2.1415  0.00
H: 4.3468 1.8877 -0.1448  0.00
H: 5.6266 0.6609 -0.0595  0.00
H: 3.7984 -1.5395 2.1526  0.00
H: 5.3059 -1.3075 1.2456  0.00
H: 1.7716 -2.0275 0.9682  0.00
H: 1.7904 -2.1436 -0.8076  0.00
H: 3.8334 -1.7987 -2.0084  0.00
H: 5.3256 -1.4530 -1.1127  0.00
O: -0.3734 0.2099 -4.2789  0.04
C: -0.3475 0.2738 -3.0970  0.03
N: -0.3108 0.3339 -1.9087  0.01

multiplicity: 4
frontier orbital gap (spin up / spin down): 7.3 / 7.1 eV
HOMO (spin up / spin down): -7.915 / -7.988 eV

***

--- b ---
Molecular formula: C29H28CrFN10O7
Method: DFT, ωB97M-V/def2-TZVPD

Each line ends with the Löwdin spin population.
CARTESIAN COORDINATES (ANGSTROEM)
Cr: -0.2321 -0.3022 0.1340  2.85
C: -0.9763 -2.9857 -8.2426  0.00
O: -0.9564 -1.6475 -7.7711  0.00
C: -2.0583 -1.2028 -7.1217  0.00
C: -1.9505 0.0483 -6.5126  0.00
C: -2.9985 0.5569 -5.7775  0.00
C: -4.1938 -0.1633 -5.6556  0.00
C: -4.3256 -1.3545 -6.3441  0.00
C: -3.2593 -1.8966 -7.0557  0.00
N: -5.3648 0.3184 -4.9584  0.00
N: -5.3199 0.9310 -3.8704  0.00
C: -4.1778 0.9585 -2.9998  0.00
C: -3.8149 2.1827 -2.5104  0.00
C: -2.6558 2.3775 -1.7337  0.01
C: -1.8910 1.3051 -1.3607  0.00
O: -0.7606 1.3748 -0.6680  0.02
C: -2.3565 0.0090 -1.7174  0.00
N: -1.6143 -1.0193 -1.1968  -0.01
C: -1.9420 -2.2553 -1.5018  0.01
C: -3.0726 -2.5526 -2.2736  0.00
C: -3.8453 -1.5382 -2.7685  0.01
C: -3.4708 -0.1935 -2.5444  0.00
H: 0.0212 -3.1909 -8.6168  0.00
H: -1.6953 -3.1149 -9.0544  0.00
H: -1.2121 -3.6834 -7.4364  0.00
H: -1.0264 0.6034 -6.6294  0.00
H: -2.9070 1.5293 -5.3143  0.00
H: -5.2742 -1.8813 -6.2970  0.00
H: -3.3856 -2.8425 -7.5660  0.00
H: -4.4174 3.0346 -2.8062  0.00
H: -2.3626 3.3687 -1.4109  0.00
H: -1.3336 -3.0453 -1.0906  0.00
H: -3.3361 -3.5881 -2.4455  0.00
H: -4.7470 -1.7694 -3.3170  0.00
F: 1.4324 -2.6803 5.7639  0.00
C: 2.0773 -2.9082 4.6202  0.00
C: 1.4470 -3.4218 3.5672  0.00
N: 2.0936 -3.6640 2.3655  0.00
C: 1.3108 -4.1242 1.2133  0.00
C: 0.2430 -3.0767 0.9519  0.01
O: -0.8995 -3.2552 1.3288  0.01
O: 0.7463 -1.9975 0.4007  0.02
C: 3.4388 -3.3814 2.1955  0.00
O: 4.0384 -3.5543 1.1540  0.00
N: 4.0514 -2.8722 3.3253  0.00
C: 3.4948 -2.5763 4.5732  0.00
O: 4.1536 -2.1048 5.4680  0.00
H: 0.3912 -3.6606 3.6013  0.00
H: 0.8432 -5.0816 1.4233  0.00
H: 1.9964 -4.2028 0.3785  0.00
H: 5.0343 -2.6725 3.2248  0.00
C: 0.8674 1.6828 2.1477  0.00
N: 1.3746 0.7026 1.1202  -0.01
C: 2.1364 1.4939 0.0910  0.00
N: 3.2301 2.2395 0.6843  0.00
C: 2.6779 3.1566 1.6920  0.00
N: 1.9580 2.4319 2.7452  0.00
C: 2.8901 1.4939 3.3830  0.00
N: 3.4443 0.5412 2.4106  0.00
C: 2.3568 -0.2058 1.8076  0.00
C: 4.1357 1.3020 1.3633  0.00
H: 0.3334 1.1273 2.9119  0.00
H: 0.1727 2.3566 1.6516  0.00
H: 1.4424 2.1762 -0.3918  0.00
H: 2.5391 0.7996 -0.6496  0.00
H: 1.9953 3.8547 1.2053  0.00
H: 3.4961 3.7175 2.1418  0.00
H: 2.3676 0.9435 4.1670  0.00
H: 3.7086 2.0550 3.8322  0.00
H: 1.8203 -0.7598 2.5773  0.00
H: 2.7525 -0.9067 1.0789  0.00
H: 4.5505 0.6081 0.6299  0.00
H: 4.9514 1.8643 1.8158  0.00
O: -3.5027 0.6852 2.5516  0.04
C: -2.5016 0.3359 2.0251  0.04
N: -1.4734 -0.0129 1.5253  0.00

multiplicity: 4
frontier orbital gap (spin up / spin down): 6.9 / 7.1 eV
HOMO (spin up / spin down): -7.938 / -7.978 eV

***

Most stable structure, least stable structure: a, b.